Record 1
Formula: C11H17BN6Re
Source: the Open Molecules 2025 dataset
Level of theory: ωB97M-V/def2-TZVPD

Each line ends with the Löwdin spin population.
Atoms and positions in Å:
H (-1.08, -0.50, 3.71)  0.001
N (-0.37, -0.77, 1.72)  0.098
B (0.43, -1.88, -0.56)  0.010
N (-0.05, -1.95, 0.94)  0.029
C (-0.32, -3.01, 1.70)  0.032
Re (-1.24, 0.41, 0.61)  2.375
H (-0.16, -4.00, 1.30)  0.002
C (-0.80, -2.61, 2.96)  0.025
H (-1.14, -3.24, 3.76)  0.001
C (-0.77, -1.22, 2.98)  0.024
H (0.70, -2.97, -0.98)  0.000
C (1.01, 4.19, -0.04)  0.005
H (0.18, 4.85, -0.31)  0.000
H (0.62, 3.23, 0.29)  0.004
H (1.65, 4.04, -0.92)  0.000
N (1.70, -0.98, -0.50)  0.005
N (-0.57, -1.14, -1.51)  0.024
N (1.63, 0.30, -0.02)  0.071
N (-1.09, 0.18, -1.25)  0.084
C (2.96, -1.25, -0.88)  -0.001
C (-1.18, -1.60, -2.61)  0.037
H (3.20, -2.22, -1.29)  0.000
H (-0.96, -2.59, -2.97)  0.002
C (3.73, -0.13, -0.64)  0.003
C (-2.07, -0.65, -3.10)  0.026
C (2.86, 0.83, -0.10)  0.003
C (-1.98, 0.47, -2.29)  0.022
H (4.78, -0.01, -0.83)  0.001
H (-2.73, -0.74, -3.95)  0.001
H (3.06, 1.85, 0.22)  0.000
H (-2.49, 1.41, -2.27)  0.001
H (1.55, 4.55, 0.79)  0.000
C (-2.60, 1.65, 1.42)  0.062
H (-2.28, 1.93, 2.44)  0.007
H (-3.52, 1.03, 1.43)  0.042
H (-2.69, 2.53, 0.76)  0.008

Properties
**<S²>**: 3.77
**HOMO energy (alpha / beta)**: -15.0347 / -15.0176 eV
**Maximum force**: 5.2 eV/A
**Charge**: +2
**LUMO (alpha / beta)**: -9.3 / -9.5 eV
**2S+1**: 4

Record 2
Formula: C11H17Br13FN2O3P2
Source: the Open Molecules 2025 dataset
Level of theory: ωB97M-V/def2-TZVPD

Each line ends with the Mulliken charge.
Atoms and positions in Å:
C (-0.19, -3.70, -1.26)  -0.864
C (0.17, -2.83, -2.18)  -0.764
C (0.84, -1.54, -1.85)  0.435
C (1.09, -0.67, -3.03)  -0.405
N (1.15, 0.53, -2.67)  0.465
F (1.23, 1.55, -3.52)  -0.193
C (1.21, 0.68, -1.17)  -0.043
C (1.21, 2.04, -0.50)  -0.959
N (2.14, 2.16, 0.59)  -0.382
C (0.18, -0.42, -0.91)  0.359
Br (0.08, -0.70, 0.97)  0.127
P (-1.44, 0.42, -1.45)  -0.021
P (-3.17, -0.78, -0.87)  0.749
O (-2.85, -1.96, -0.09)  -0.561
O (-4.11, 0.21, -0.07)  -0.436
O (-3.93, -1.11, -2.23)  -0.403
H (-0.47, -3.41, -0.27)  0.163
H (-0.17, -4.75, -1.48)  0.403
H (0.03, -3.10, -3.21)  0.300
H (1.76, -1.79, -1.33)  0.489
H (1.16, -0.99, -4.05)  0.523
H (2.20, 0.27, -0.99)  0.360
H (0.21, 2.28, -0.16)  0.058
H (1.49, 2.77, -1.24)  0.530
H (2.13, 1.34, 1.18)  0.055
H (3.08, 2.22, 0.24)  0.316
H (-1.49, 0.32, -2.85)  0.025
H (-4.87, 0.49, -0.59)  0.345
H (-4.33, -0.32, -2.63)  0.278
C (3.48, 0.63, 4.02)  -0.276
Br (1.59, 0.30, 4.09)  0.004
Br (4.31, -0.36, 2.59)  -0.039
Br (3.88, 2.50, 3.91)  0.075
H (3.90, 0.27, 4.95)  0.246
C (-4.20, -4.86, -2.43)  0.041
Br (-2.66, -4.68, -3.57)  -0.025
Br (-5.83, -4.77, -3.43)  -0.018
Br (-4.09, -6.46, -1.37)  -0.005
H (-4.18, -4.03, -1.75)  -0.006
C (5.44, 2.01, 7.72)  -0.320
Br (3.55, 1.63, 7.66)  -0.012
Br (6.37, 1.12, 6.29)  -0.022
Br (5.78, 3.89, 7.72)  0.014
H (5.82, 1.61, 8.64)  0.360
C (-3.43, 4.47, -1.57)  -0.342
Br (-4.87, 5.61, -1.06)  0.007
Br (-2.22, 4.15, -0.12)  0.025
Br (-4.10, 2.81, -2.32)  -0.062
H (-2.88, 4.96, -2.36)  0.409

Properties
**HOMO energy**: -11.9404 eV
**Maximum force**: 2.0 eV/A
**Charge**: +1
**LUMO**: -4.5 eV

Record 3
Formula: C11H17Br2EuFN2O3
Source: the Open Molecules 2025 dataset
Level of theory: ωB97M-V/def2-TZVPD

Each line ends with the Löwdin spin population.
Atoms and positions in Å:
C (0.89, 0.07, 2.05)  0.000
O (0.64, 1.15, 1.21)  0.000
C (0.62, 0.95, -0.23)  0.000
C (1.00, 2.35, -0.82)  0.000
C (1.07, 3.45, 0.22)  0.000
O (2.03, 3.72, 0.88)  0.000
F (-0.06, 4.14, 0.33)  0.000
C (1.77, 0.02, -0.63)  0.000
Br (3.35, 0.48, 0.34)  0.000
C (1.97, -0.93, -1.56)  0.000
C (3.27, -1.63, -1.82)  0.000
Br (0.64, -1.44, -2.82)  0.000
C (-0.86, 0.69, -0.67)  0.000
N (-1.61, 1.84, -0.26)  0.000
N (-1.48, -0.66, -0.34)  -0.001
C (-2.53, -0.99, -1.36)  0.000
C (-2.13, -0.78, 0.89)  -0.002
C (-1.76, -2.07, 1.71)  -0.011
O (-3.01, -0.11, 1.38)  -0.002
H (0.13, 0.08, 2.86)  0.000
H (0.87, -0.89, 1.53)  0.000
H (1.87, 0.17, 2.52)  0.000
H (0.33, 2.62, -1.63)  0.000
H (2.01, 2.31, -1.22)  0.000
H (3.17, -2.30, -2.67)  0.000
H (4.06, -0.92, -2.00)  0.000
H (3.54, -2.23, -0.95)  0.000
H (-0.86, 0.71, -1.76)  0.000
H (-2.56, 1.80, -0.61)  0.000
H (-1.66, 1.95, 0.74)  0.000
H (-3.41, -0.37, -1.24)  0.000
H (-2.12, -0.83, -2.35)  0.000
H (-2.81, -2.03, -1.26)  0.000
H (-2.73, -2.56, 1.90)  -0.001
H (-1.36, -1.67, 2.64)  -0.004
H (-1.06, -2.72, 1.19)  0.000
Eu (-1.22, -3.36, 3.82)  7.021

Properties
**<S²>**: 15.76
**HOMO energy (alpha / beta)**: -13.9024 / -13.9028 eV
**Maximum force**: 1.7 eV/A
**Charge**: +2
**LUMO (alpha / beta)**: -10.2 / -9.9 eV
**2S+1**: 8

Repeat the second record exactly.
Formula: C11H17Br13FN2O3P2
Source: the Open Molecules 2025 dataset
Level of theory: ωB97M-V/def2-TZVPD

Each line ends with the Mulliken charge.
Atoms and positions in Å:
C (-0.19, -3.70, -1.26)  -0.864
C (0.17, -2.83, -2.18)  -0.764
C (0.84, -1.54, -1.85)  0.435
C (1.09, -0.67, -3.03)  -0.405
N (1.15, 0.53, -2.67)  0.465
F (1.23, 1.55, -3.52)  -0.193
C (1.21, 0.68, -1.17)  -0.043
C (1.21, 2.04, -0.50)  -0.959
N (2.14, 2.16, 0.59)  -0.382
C (0.18, -0.42, -0.91)  0.359
Br (0.08, -0.70, 0.97)  0.127
P (-1.44, 0.42, -1.45)  -0.021
P (-3.17, -0.78, -0.87)  0.749
O (-2.85, -1.96, -0.09)  -0.561
O (-4.11, 0.21, -0.07)  -0.436
O (-3.93, -1.11, -2.23)  -0.403
H (-0.47, -3.41, -0.27)  0.163
H (-0.17, -4.75, -1.48)  0.403
H (0.03, -3.10, -3.21)  0.300
H (1.76, -1.79, -1.33)  0.489
H (1.16, -0.99, -4.05)  0.523
H (2.20, 0.27, -0.99)  0.360
H (0.21, 2.28, -0.16)  0.058
H (1.49, 2.77, -1.24)  0.530
H (2.13, 1.34, 1.18)  0.055
H (3.08, 2.22, 0.24)  0.316
H (-1.49, 0.32, -2.85)  0.025
H (-4.87, 0.49, -0.59)  0.345
H (-4.33, -0.32, -2.63)  0.278
C (3.48, 0.63, 4.02)  -0.276
Br (1.59, 0.30, 4.09)  0.004
Br (4.31, -0.36, 2.59)  -0.039
Br (3.88, 2.50, 3.91)  0.075
H (3.90, 0.27, 4.95)  0.246
C (-4.20, -4.86, -2.43)  0.041
Br (-2.66, -4.68, -3.57)  -0.025
Br (-5.83, -4.77, -3.43)  -0.018
Br (-4.09, -6.46, -1.37)  -0.005
H (-4.18, -4.03, -1.75)  -0.006
C (5.44, 2.01, 7.72)  -0.320
Br (3.55, 1.63, 7.66)  -0.012
Br (6.37, 1.12, 6.29)  -0.022
Br (5.78, 3.89, 7.72)  0.014
H (5.82, 1.61, 8.64)  0.360
C (-3.43, 4.47, -1.57)  -0.342
Br (-4.87, 5.61, -1.06)  0.007
Br (-2.22, 4.15, -0.12)  0.025
Br (-4.10, 2.81, -2.32)  -0.062
H (-2.88, 4.96, -2.36)  0.409

Properties
**HOMO energy**: -11.9404 eV
**Maximum force**: 2.0 eV/A
**Charge**: +1
**LUMO**: -4.5 eV

maximum force of number 1 (C11H17BN6Re)? 5.2 eV/A